[1]
The following is a DFT calculation (ωB97M-V/def2-TZVPD) of C4H6O2S in the gas phase in a non-equilibrium geometry.

Last column: natural (NBO) charge in e.
Cartesian coordinates (Å):
1 S -0.951 1.795 -0.237  0.852
2 O -1.828 1.513 1.167  -0.633
3 O 1.355 -0.320 2.346  -0.532
4 C 0.731 -0.981 1.521  0.450
5 C 0.697 1.074 -0.002  -0.588
6 C -2.154 0.440 0.161  -0.281
7 C 0.662 -0.423 0.055  -0.575
8 H 1.140 1.419 0.850  0.264
9 H 0.172 -1.913 1.690  0.137
10 H 1.357 1.497 -0.735  0.246
11 H 1.406 -0.949 -0.629  0.245
12 H -3.113 0.806 -0.193  0.136
13 H -0.437 -0.759 -0.276  0.279

## Properties
Maximum force   0.06846 Eh/bohr
ΔE to the lowest compared entry with this formula, charge and spin   5.123 eV
Total energy   -19170.184 eV
HOMO-LUMO gap   0.31893 hartree

[2]
The following is a DFT calculation (ωB97M-V/def2-TZVPD) of a molecular structure, C4H6O2S in a non-equilibrium geometry.

Last column: natural (NBO) charge in e.
Cartesian coordinates (Å):
1 S 1.259 -1.144 -0.034  0.148
2 O -2.483 -0.408 -0.485  -0.661
3 O 0.668 1.509 0.211  -0.480
4 C -0.386 0.637 -0.172  0.006
5 C -1.693 0.226 0.390  0.163
6 C 1.727 0.755 -0.277  -0.166
7 C -0.375 -0.546 0.596  -0.433
8 H 2.625 1.075 0.228  0.197
9 H -0.368 -0.347 1.550  0.200
10 H 2.038 0.882 -1.378  0.173
11 H -2.953 0.479 -0.943  0.455
12 H -2.282 0.717 1.171  0.206
13 H -0.331 0.261 -1.111  0.192

## Properties
Maximum force   0.13126 Eh/bohr
ΔE to the lowest compared entry with this formula, charge and spin   5.896 eV
Total energy   -19169.411 eV
HOMO-LUMO gap   0.34068 hartree

[3]
The following is a DFT calculation (ωB97M-V/def2-TZVPD) of 2 unconnected molecules or ions with the total composition C4H6O2S in a non-equilibrium geometry.

Last column: natural (NBO) charge in e.
Cartesian coordinates (Å):
1 S 0.223 1.044 -1.553  2.005
2 O -0.312 2.331 -1.843  -0.858
3 O 1.514 0.993 -0.977  -0.886
4 C -0.393 -0.896 0.329  -0.036
5 C -0.404 0.173 1.268  -0.502
6 C 0.880 -0.774 1.166  -0.456
7 C -0.386 -0.399 -2.197  -0.637
8 H -1.154 -1.711 0.283  0.229
9 H -0.985 -0.019 2.233  0.240
10 H -0.313 1.182 0.884  0.230
11 H 0.933 -1.376 1.991  0.218
12 H -1.443 -0.152 -2.304  0.175
13 H 1.840 -0.395 0.721  0.276

## Properties
Maximum force   0.08415 Eh/bohr
ΔE to the lowest compared entry with this formula, charge and spin   7.472 eV
Total energy   -19167.834 eV
HOMO-LUMO gap (spin up / spin down)   0.30470 / 0.30495 hartree

[4]
The following is a DFT calculation (ωB97M-V/def2-TZVPD) of C4H6O2S2 in the gas phase in a non-equilibrium geometry.

Last column: natural (NBO) charge in e.
Cartesian coordinates (Å):
1 S -1.867 -1.725 0.200  1.248
2 S -1.710 1.585 -0.416  1.244
3 O -2.608 2.209 0.576  -0.914
4 O -3.178 -2.027 -0.338  -0.872
5 C 1.794 -0.755 0.016  -0.625
6 C 1.031 0.494 -0.511  -0.429
7 C -0.241 0.622 0.323  -0.368
8 C -1.494 -0.105 0.033  -0.643
9 H 0.082 0.915 1.406  0.249
10 H 2.869 -0.641 -0.082  0.227
11 H 1.532 -0.927 1.159  0.210
12 H 1.671 -1.678 -0.505  0.225
13 H 1.404 1.510 -0.248  0.226
14 H 0.715 0.524 -1.613  0.220

## Properties
Maximum force   0.06510 Eh/bohr
ΔE to the lowest compared entry with this formula, charge and spin   4.790 eV
Total energy   -30006.592 eV
HOMO-LUMO gap (spin up / spin down)   0.30639 / 0.30641 hartree

[5]
The following is a DFT calculation (ωB97M-V/def2-TZVPD) of a molecular structure, C4H6O2Sm in a non-equilibrium geometry.

Last column: natural (NBO) charge in e.
Cartesian coordinates (Å):
1 Sm 3.300 2.023 -0.188  0.984
2 O 1.375 0.298 -0.258  -0.679
3 O 0.192 0.581 -2.327  -0.654
4 C -0.033 0.232 0.119  0.018
5 C -1.697 -1.203 1.329  -0.089
6 C -0.368 -0.751 1.195  -0.545
7 C 0.377 -0.164 -1.223  0.357
8 H 0.169 -1.723 1.083  0.255
9 H -2.429 -0.379 1.280  0.111
10 H -0.705 -0.351 2.350  0.336
11 H 0.516 -1.219 -1.460  0.208
12 H -0.212 1.435 -2.128  0.491
13 H -0.485 1.223 0.228  0.207

## Properties
Total charge   +1
Maximum force   0.04789 Eh/bohr
ΔE to the lowest compared entry with this formula, charge and spin   3.873 eV
Expectation value of S²   15.755
Total energy   -26230.140 eV
HOMO-LUMO gap (spin up / spin down)   0.23038 / 0.28030 hartree
2S+1   8

[6]
The following is a DFT calculation (ωB97M-V/def2-TZVPD) of a molecular structure, C4H6O2V in a non-equilibrium geometry.

Last column: natural (NBO) charge in e.
Cartesian coordinates (Å):
1 V -2.891 -3.164 1.476  0.939
2 O 0.868 2.648 -1.973  -0.681
3 O -0.999 -2.741 1.638  -0.655
4 C 0.486 1.163 -0.120  -0.012
5 C 0.845 0.633 0.915  -0.277
6 C -0.047 -2.495 0.918  0.358
7 C -0.089 2.098 -1.099  -0.144
8 H 1.238 1.952 -2.525  0.472
9 H -0.180 -2.188 -0.146  0.170
10 H 1.230 0.071 1.748  0.237
11 H -0.898 1.588 -1.646  0.187
12 H -0.538 2.934 -0.520  0.229
13 H 0.975 -2.499 1.333  0.177

## Properties
Total charge   +1
Maximum force   0.03715 Eh/bohr
ΔE to the lowest compared entry with this formula, charge and spin   1.182 eV
Expectation value of S²   6.004
Total energy   -34015.115 eV
HOMO-LUMO gap (spin up / spin down)   0.27082 / 0.31080 hartree
2S+1   5

[7]
The following is a DFT calculation (ωB97M-V/def2-TZVPD) of a molecular structure, C4H6O3Rh in a non-equilibrium geometry.

Last column: natural (NBO) charge in e.
Cartesian coordinates (Å):
1 Rh 0.429 2.238 -0.282  1.792
2 O 1.748 0.899 0.392  -0.348
3 O -2.341 3.747 0.821  -0.142
4 O -0.123 0.244 -0.359  -0.486
5 C -1.324 3.435 0.468  0.444
6 C 1.511 -1.503 0.143  -0.755
7 C 1.116 -0.089 0.006  0.877
8 C -1.250 -0.692 -0.404  -0.279
9 H -1.337 -1.233 0.541  0.278
10 H -2.131 -0.085 -0.610  0.280
11 H 2.582 -1.570 0.338  0.348
12 H -1.072 -1.380 -1.236  0.287
13 H 0.938 -1.965 0.960  0.362
14 H 1.254 -2.046 -0.778  0.341

## Properties
Total charge   +3
Maximum force   0.09399 Eh/bohr
ΔE to the lowest compared entry with this formula, charge and spin   0.000 eV
Expectation value of S²   6.007
Total energy   -13352.517 eV
HOMO-LUMO gap (spin up / spin down)   0.45099 / 0.23770 hartree
2S+1   5

[8]
The following is a DFT calculation (ωB97M-V/def2-TZVPD) of C4H6O3S in the gas phase in a non-equilibrium geometry.

Last column: natural (NBO) charge in e.
Cartesian coordinates (Å):
1 S 0.245 0.354 -2.861  0.080
2 O -1.397 0.660 0.144  -0.471
3 O 1.379 -0.959 0.729  -0.716
4 O -1.247 -1.238 1.450  -0.617
5 C -1.800 -0.433 0.735  0.666
6 C 0.994 0.142 -0.114  -0.041
7 C -0.050 1.065 0.386  -0.117
8 C 0.846 -0.346 -1.536  -0.276
9 H 1.325 -1.333 -1.530  0.211
10 H 0.006 2.031 -0.188  0.225
11 H 0.058 1.270 1.417  0.213
12 H 0.575 -1.367 1.041  0.494
13 H 1.919 0.791 -0.095  0.229
14 H -2.852 -0.636 0.422  0.120

## Properties
Maximum force   0.05678 Eh/bohr
ΔE to the lowest compared entry with this formula, charge and spin   1.305 eV
Structure (SMILES)   O=COC[C@@H](O)C=S
Total energy   -21221.679 eV
HOMO-LUMO gap   0.31270 hartree

Question: What is the ΔE to the lowest compared entry with this formula, charge and spin in the fifth record?
Answer: 3.873 eV

Question: The lowest ΔE to the lowest compared entry with this formula, charge and spin belongs to which entry?
Answer: C4H6O3Rh

Question: Which of these has the highest total energy?
Answer: C4H6O3Rh